(1)
Entry from the Open Molecules 2025 dataset: a structure of composition C3H4HoO2 (wB97M-V/def2-TZVPD).

⟨S²⟩: 6.194
Energy above the lowest of the compared OMol25 structures with the same formula, charge and spin in kJ/mol: 23.3
HOMO-LUMO gap (spin up / spin down) in eV: 5.895 / 6.893

ORCA input file:
```
! wB97M-V def2-TZVPD RIJCOSX def2/J DEFGRID3
* xyz 1 5
O -1.8348 0.3662 0.1913
Ho -1.4793 -2.0769 0.5685
C -0.8174 1.0400 0.5144
O 0.2629 0.1453 0.4398
C 1.5831 0.6526 0.5661
H 1.9332 0.4911 1.5924
H 2.2202 0.1216 -0.1501
H 1.6016 1.7252 0.3389
C -2.1146 -1.1806 -1.6290
H -1.3550 -1.2845 -2.4323
*
```

Electronic structure analysis, Mulliken charges in units of e: atom 1 (O): -0.34, atom 2 (Ho): 1.45, atom 3 (C): -0.17, atom 4 (O): -0.04, atom 5 (C): -0.61, atom 6 (H): 0.27, atom 7 (H): 0.24, atom 8 (H): 0.28, atom 9 (C): -0.37, atom 10 (H): 0.30

***

(2)
Entry from the Open Molecules 2025 dataset: a cluster of 4 separate species, C30H50BN2O7P in total (wB97M-V/def2-TZVPD).

Structure (SMILES): CCCCCCc1nc2cc(B(O)O)c(CCCc3ccccc3)c(P(O)O)c2nc1[C@H](C)CC.CO.CO.CO
HOMO-LUMO gap in eV: 7.472

ORCA input file:
```
! wB97M-V def2-TZVPD RIJCOSX def2/J DEFGRID3
* xyz 0 1
C 4.6305 -2.8976 2.7578
C 4.8979 -1.6831 1.8133
C 4.5573 -0.3053 2.4806
C 5.4138 0.8562 1.9035
C 4.6497 1.7069 0.8529
C 3.4986 2.5059 1.5811
C 2.1069 2.0753 1.1091
N 1.3732 1.4322 1.9850
C 0.1522 1.0926 1.4491
C -0.7684 0.4183 2.2995
C -2.0167 0.0363 1.8816
B -2.9215 -0.6595 2.9804
O -2.4030 -0.7727 4.2528
O -4.2176 -1.1603 2.7941
C -2.4529 0.3011 0.5277
C -3.8263 -0.0580 -0.0053
C -4.0881 -1.5946 -0.1902
C -2.8141 -2.4696 -0.3409
C -2.5377 -3.3045 0.9169
C -1.3193 -3.3035 1.5906
C -1.1795 -4.0811 2.7431
C -2.2013 -4.8668 3.2384
C -3.4373 -4.8725 2.5715
C -3.5654 -4.1088 1.4296
C -1.5590 0.9491 -0.3141
P -1.9680 1.3521 -2.0918
O -3.3151 2.3519 -2.1211
O -2.3018 -0.0741 -2.8859
C -0.2581 1.3498 0.1372
N 0.5570 2.0209 -0.7398
C 1.7143 2.3946 -0.2562
C 2.6326 3.1783 -1.2123
C 2.9520 4.6236 -0.7220
C 1.9215 3.3154 -2.5979
C 0.7670 4.3699 -2.5994
H 5.4549 -3.6106 2.5966
H 4.6502 -2.5989 3.8145
H 3.6702 -3.3602 2.4883
H 5.9658 -1.6512 1.5478
H 4.2828 -1.7472 0.9032
H 3.4818 -0.1394 2.2966
H 4.6639 -0.4043 3.5738
H 5.7081 1.4856 2.7637
H 6.3577 0.4692 1.4853
H 5.3685 2.3925 0.3842
H 4.1522 1.0219 0.1505
H 3.5785 2.2287 2.6446
H 3.6374 3.5920 1.5427
H -0.4628 0.2178 3.3283
H -3.1373 -1.0206 4.8361
H -4.8285 -0.4255 2.6573
H -4.0759 0.4418 -0.9481
H -4.5722 0.3222 0.7163
H -4.6636 -1.7071 -1.1267
H -4.7677 -1.9309 0.5998
H -3.0386 -3.2175 -1.1241
H -1.9270 -1.9264 -0.6891
H -0.4952 -2.6874 1.2266
H -0.2302 -4.1074 3.2881
H -2.1112 -5.4755 4.1405
H -4.2753 -5.4592 2.9498
H -4.5248 -4.0870 0.9003
H -3.9816 1.9035 -2.6674
H -1.7349 -0.1082 -3.6696
H 3.5584 2.6228 -1.4334
H 2.1652 5.0750 -0.1065
H 3.9336 4.6248 -0.2241
H 3.0850 5.2748 -1.6022
H 2.6420 3.6320 -3.3732
H 1.4998 2.3636 -2.9463
H -0.1087 3.9068 -3.0866
H 1.0023 5.2668 -3.1896
H 0.4203 4.6218 -1.5867
C -0.1773 -1.2639 -6.5859
O 0.3107 -0.3647 -5.5969
H -1.0227 -1.8131 -6.1767
H -0.5043 -0.7032 -7.4658
H 0.6102 -1.9686 -6.8635
H 1.0553 0.1057 -5.9862
C 1.0011 1.5127 -9.7031
O 1.1860 1.9229 -8.3507
H 1.9259 1.0696 -10.0645
H 0.1993 0.7718 -9.7608
H 0.7508 2.3786 -10.3207
H 0.3562 2.3099 -8.0560
C -5.0958 -1.5566 7.6232
O -4.2955 -1.8980 6.4947
H -6.1213 -1.4243 7.2874
H -5.0611 -2.3576 8.3651
H -4.7411 -0.6251 8.0709
H -3.3928 -2.0132 6.8098
*
```

Electronic structure analysis, Mulliken charges in units of e: atom 1 (C): -1.03, atom 2 (C): -0.51, atom 3 (C): -0.17, atom 4 (C): -1.31, atom 5 (C): -0.57, atom 6 (C): -1.42, atom 7 (C): 0.69, atom 8 (N): -0.67, atom 9 (C): 0.01, atom 10 (C): -0.30, atom 11 (C): 0.26, atom 12 (B): 0.84, atom 13 (O): -0.68, atom 14 (O): -0.53, atom 15 (C): -0.79, atom 16 (C): -1.08, atom 17 (C): -0.68, atom 18 (C): -1.17, atom 19 (C): 0.50, atom 20 (C): -0.04, atom 21 (C): -0.60, atom 22 (C): -0.57, atom 23 (C): -0.71, atom 24 (C): -0.20, atom 25 (C): 1.78, atom 26 (P): 0.13, atom 27 (O): -0.53, atom 28 (O): -0.40, atom 29 (C): -0.90, atom 30 (N): -0.16, atom 31 (C): 0.30, atom 32 (C): 0.48, atom 33 (C): -1.80, atom 34 (C): -0.80, atom 35 (C): -1.18, atom 36 (H): 0.31, atom 37 (H): 0.32, atom 38 (H): 0.21, atom 39 (H): 0.30, atom 40 (H): 0.31, atom 41 (H): -0.02, atom 42 (H): 0.41, atom 43 (H): 0.36, atom 44 (H): 0.54, atom 45 (H): 0.36, atom 46 (H): 0.42, atom 47 (H): 0.58, atom 48 (H): 0.59, atom 49 (H): 0.56, atom 50 (H): 0.31, atom 51 (H): 0.30, atom 52 (H): -0.01, atom 53 (H): 0.57, atom 54 (H): 0.50, atom 55 (H): 0.37, atom 56 (H): 0.50, atom 57 (H): 0.36, atom 58 (H): 0.42, atom 59 (H): 0.36, atom 60 (H): 0.38, atom 61 (H): 0.39, atom 62 (H): 0.34, atom 63 (H): 0.31, atom 64 (H): 0.24, atom 65 (H): 0.35, atom 66 (H): 0.34, atom 67 (H): 0.46, atom 68 (H): 0.46, atom 69 (H): 0.51, atom 70 (H): 0.27, atom 71 (H): 0.24, atom 72 (H): 0.34, atom 73 (H): 0.30, atom 74 (C): -0.56, atom 75 (O): -0.44, atom 76 (H): 0.23, atom 77 (H): 0.22, atom 78 (H): 0.28, atom 79 (H): 0.29, atom 80 (C): -0.54, atom 81 (O): -0.47, atom 82 (H): 0.22, atom 83 (H): 0.24, atom 84 (H): 0.25, atom 85 (H): 0.29, atom 86 (C): -0.61, atom 87 (O): -0.44, atom 88 (H): 0.22, atom 89 (H): 0.25, atom 90 (H): 0.28, atom 91 (H): 0.26

***

(3)
Entry from the Open Molecules 2025 dataset: a structure of composition C41H43N6O3P2Re (wB97M-V/def2-TZVPD).

⟨S²⟩: 3.866
Energy above the lowest of the compared OMol25 structures with the same formula, charge and spin in kJ/mol: 0.0
HOMO-LUMO gap (spin up / spin down) in eV: 5.727 / 4.042

ORCA input file:
```
! wB97M-V def2-TZVPD RIJCOSX def2/J DEFGRID3
* xyz 3 4
Re -0.1164 -0.2975 0.1601
C 0.3968 0.0952 -3.5311
N 1.8235 0.0282 -3.6643
C 2.6305 -0.1468 -2.5004
P 1.8059 -1.2125 -1.2648
C 1.1099 -2.5882 -2.1807
C 1.8474 -3.0336 -3.2831
C 1.3272 -4.0192 -4.1073
C 0.0703 -4.5485 -3.8493
C -0.6682 -4.1067 -2.7583
C -0.1509 -3.1296 -1.9235
C 3.2015 -1.7499 -0.2593
C 3.5321 -3.1034 -0.2105
C 4.6722 -3.5100 0.4718
C 5.4756 -2.5725 1.1047
C 5.1465 -1.2209 1.0571
C 4.0124 -0.8070 0.3781
C 2.4400 0.2333 -4.9284
C 1.7122 0.0349 -6.1005
C 2.3207 0.2361 -7.3317
C 3.6513 0.6198 -7.4125
C 4.3713 0.8088 -6.2447
C 3.7749 0.6249 -5.0028
P -0.1824 1.0208 -2.0488
C -1.9224 1.1417 -2.5012
C -2.4310 2.2927 -3.0973
C -3.7547 2.3178 -3.5075
C -4.5706 1.2085 -3.3175
C -4.0637 0.0652 -2.7171
C -2.7365 0.0300 -2.3089
C 0.9135 2.4410 -2.1048
C 1.0463 3.1303 -3.3075
C 1.9122 4.2139 -3.3866
C 2.6528 4.5948 -2.2799
C 2.5320 3.8980 -1.0811
C 1.6538 2.8340 -0.9921
H -0.1278 -0.8691 -3.5876
H -0.0179 0.6942 -4.3472
H 2.9444 0.7730 -1.9834
H 3.5517 -0.6831 -2.7461
H 2.8210 -2.6186 -3.5113
H 1.9016 -4.3641 -4.9563
H -0.3342 -5.3105 -4.5023
H -1.6427 -4.5304 -2.5568
H -0.7341 -2.8245 -1.0627
H 2.9213 -3.8348 -0.7253
H 4.9424 -4.5578 0.4886
H 6.3716 -2.8911 1.6210
H 5.7881 -0.4906 1.5326
H 3.7767 0.2518 0.3333
H 0.6880 -0.3137 -6.0786
H 1.7449 0.0741 -8.2331
H 4.1196 0.7688 -8.3750
H 5.4075 1.1167 -6.2884
H 4.3548 0.8323 -4.1134
H -1.8159 3.1748 -3.2242
H -4.1509 3.2105 -3.9723
H -5.6016 1.2361 -3.6434
H -4.6953 -0.8019 -2.5774
H -2.3427 -0.8869 -1.8736
H 0.5084 2.8210 -4.1955
H 2.0109 4.7502 -4.3205
H 3.3272 5.4378 -2.3474
H 3.1160 4.1988 -0.2216
H 1.5426 2.3108 -0.0448
C -3.3819 0.0683 3.1808
C -2.3792 0.2170 2.0915
N -1.5247 -0.7012 1.7645
O -1.4890 -1.8974 2.4447
C -2.2671 1.4302 1.3021
C -3.1542 2.6130 1.3712
N -1.2838 1.4167 0.4085
O -1.1187 2.4446 -0.3133
H -3.0292 -0.5717 3.9895
H -4.3111 -0.3474 2.7781
H -3.6202 1.0374 3.6099
H -2.3532 -2.0294 2.8654
H -3.8977 2.5318 2.1572
H -3.6597 2.7375 0.4086
H -2.5613 3.5184 1.5148
C 1.5040 -4.2312 2.4076
N 1.7637 -2.8026 2.6772
C 2.5029 -2.3969 3.7555
C 2.6984 -1.0906 4.0342
C 2.1037 -0.1286 3.1704
N 1.3855 -0.5463 2.1105
C 1.2414 -1.8526 1.8897
O 0.5446 -2.1586 0.8506
N 2.2404 1.1729 3.3722
H 2.2158 -4.8120 2.9860
H 1.6445 -4.4242 1.3490
H 0.4869 -4.4776 2.7028
H 2.9134 -3.1905 4.3644
H 3.2867 -0.7953 4.8901
H 2.7547 1.5252 4.1643
H 1.7956 1.8427 2.7661
*
```

Electronic structure analysis, Mulliken charges in units of e: atom 1 (Re): 0.96, atom 2 (C): -2.36, atom 3 (N): 1.86, atom 4 (C): -2.50, atom 5 (P): 0.96, atom 6 (C): 0.60, atom 7 (C): -0.62, atom 8 (C): -0.93, atom 9 (C): -0.68, atom 10 (C): -0.94, atom 11 (C): -0.28, atom 12 (C): 1.10, atom 13 (C): -0.63, atom 14 (C): -0.79, atom 15 (C): -0.76, atom 16 (C): -0.78, atom 17 (C): -0.98, atom 18 (C): 0.66, atom 19 (C): -0.49, atom 20 (C): -0.91, atom 21 (C): -0.58, atom 22 (C): -0.92, atom 23 (C): -0.34, atom 24 (P): 0.05, atom 25 (C): 1.86, atom 26 (C): -0.65, atom 27 (C): -0.78, atom 28 (C): -0.71, atom 29 (C): -0.93, atom 30 (C): -0.34, atom 31 (C): 0.80, atom 32 (C): -0.73, atom 33 (C): -0.90, atom 34 (C): -0.80, atom 35 (C): -0.71, atom 36 (C): -0.14, atom 37 (H): 0.38, atom 38 (H): 1.45, atom 39 (H): 0.71, atom 40 (H): 1.36, atom 41 (H): 0.46, atom 42 (H): 0.52, atom 43 (H): 0.47, atom 44 (H): 0.51, atom 45 (H): 0.36, atom 46 (H): 0.61, atom 47 (H): 0.53, atom 48 (H): 0.48, atom 49 (H): 0.54, atom 50 (H): 0.48, atom 51 (H): 0.51, atom 52 (H): 0.44, atom 53 (H): 0.43, atom 54 (H): 0.44, atom 55 (H): 0.49, atom 56 (H): 0.50, atom 57 (H): 0.50, atom 58 (H): 0.47, atom 59 (H): 0.50, atom 60 (H): 0.25, atom 61 (H): 0.43, atom 62 (H): 0.51, atom 63 (H): 0.46, atom 64 (H): 0.49, atom 65 (H): 0.27, atom 66 (C): -1.97, atom 67 (C): 0.81, atom 68 (N): 0.37, atom 69 (O): -0.45, atom 70 (C): 0.15, atom 71 (C): -1.45, atom 72 (N): 0.99, atom 73 (O): -0.72, atom 74 (H): 0.58, atom 75 (H): 0.35, atom 76 (H): 0.50, atom 77 (H): 0.41, atom 78 (H): 0.46, atom 79 (H): 0.28, atom 80 (H): 0.32, atom 81 (C): -0.81, atom 82 (N): 0.38, atom 83 (C): -0.30, atom 84 (C): -1.29, atom 85 (C): 0.63, atom 86 (N): -0.06, atom 87 (C): 0.09, atom 88 (O): -0.62, atom 89 (N): -0.30, atom 90 (H): 0.40, atom 91 (H): 0.29, atom 92 (H): 0.26, atom 93 (H): 0.54, atom 94 (H): 0.52, atom 95 (H): 0.26, atom 96 (H): 0.16

***

(4)
Entry from the Open Molecules 2025 dataset: the ion C5H10FN3 with charge +2 (wB97M-V/def2-TZVPD).

Structure (SMILES): [NH3+]CC[C@]1(F)C=NC=[NH+]1
Energy above the lowest of the compared OMol25 structures with the same formula, charge and spin in kJ/mol: 16.5
HOMO-LUMO gap in eV: 9.487

ORCA input file:
```
! wB97M-V def2-TZVPD RIJCOSX def2/J DEFGRID3
* xyz 2 1
C 0.6232 1.8177 0.1073
C 1.8612 1.3640 1.8223
C 0.2396 0.3327 0.5079
C 0.4226 -0.7788 -0.5038
C -0.6370 -0.8079 -1.5830
N 1.5191 2.2534 0.8712
N 1.2101 0.2304 1.8125
N -2.0076 -0.9880 -0.9088
F -0.9680 0.3429 0.9742
H 0.1042 2.1898 -0.8401
H 2.4518 1.7432 2.7537
H 0.5218 -1.7280 0.1213
H 1.4998 -0.7310 -0.9207
H -0.6233 0.2081 -2.1037
H -0.7246 -1.6387 -2.3579
H 1.2658 -0.5579 2.5359
H -2.1710 -0.2274 -0.1949
H -1.8604 -1.8734 -0.4646
H -2.7272 -1.1510 -1.6288
*
```

Electronic structure analysis, Mulliken charges in units of e: atom 1 (C): -0.08, atom 2 (C): 0.03, atom 3 (C): 1.02, atom 4 (C): -0.80, atom 5 (C): -0.51, atom 6 (N): -0.38, atom 7 (N): -0.16, atom 8 (N): -0.28, atom 9 (F): -0.37, atom 10 (H): 0.32, atom 11 (H): 0.39, atom 12 (H): 0.41, atom 13 (H): 0.33, atom 14 (H): 0.29, atom 15 (H): 0.41, atom 16 (H): 0.31, atom 17 (H): 0.36, atom 18 (H): 0.35, atom 19 (H): 0.35

***

(5)
Entry from the Open Molecules 2025 dataset: the ion C5H10N3S with charge +1 (wB97M-V/def2-TZVPD).

Energy above the lowest of the compared OMol25 structures with the same formula, charge and spin in kJ/mol: 169.1
HOMO-LUMO gap in eV: 9.478

ORCA input file:
```
! wB97M-V def2-TZVPD RIJCOSX def2/J DEFGRID3
* xyz 1 1
C -2.0210 -0.5159 -0.4499
C -0.9392 -1.0517 1.6806
C -1.9570 -1.5475 0.6745
C 0.2169 0.6103 -0.6659
C 2.8559 0.5912 -1.6367
N -0.9538 0.1702 -0.6898
N -0.9497 -0.1574 2.5257
N 0.5769 1.6753 0.0096
S 1.2484 -0.1603 -1.8344
H -2.9444 -0.2167 -0.9733
H -0.1149 -1.6545 1.7128
H -2.8982 -1.5711 1.1216
H -1.8421 -2.5204 0.1633
H 2.8299 1.6121 -1.8897
H 3.6084 0.1120 -2.3911
H 3.4621 0.3395 -0.6908
H 1.6268 1.7723 0.1294
H -1.7658 0.4679 2.5069
H -0.0392 2.0446 0.6971
*
```

Electronic structure analysis, Mulliken charges in units of e: atom 1 (C): -0.09, atom 2 (C): -0.28, atom 3 (C): -0.55, atom 4 (C): 0.44, atom 5 (C): -1.03, atom 6 (N): -0.12, atom 7 (N): -0.52, atom 8 (N): -0.35, atom 9 (S): 0.02, atom 10 (H): 0.42, atom 11 (H): 0.49, atom 12 (H): 0.37, atom 13 (H): 0.34, atom 14 (H): 0.40, atom 15 (H): 0.32, atom 16 (H): 0.37, atom 17 (H): 0.24, atom 18 (H): 0.26, atom 19 (H): 0.26

***

(6)
Entry from the Open Molecules 2025 dataset: a cluster of 2 separate species, CH2N2O3 in total (wB97M-V/def2-TZVPD).

Structure (SMILES): N=C=O.O=NO
Energy above the lowest of the compared OMol25 structures with the same formula, charge and spin in kJ/mol: 82.3
HOMO-LUMO gap in eV: 10.430

ORCA input file:
```
! wB97M-V def2-TZVPD RIJCOSX def2/J DEFGRID3
* xyz 0 1
C -1.5725 -0.4954 -0.1982
N -1.6849 0.6965 -0.3841
N 1.9053 -0.3983 -0.0132
O -1.5917 -1.5890 0.1740
O 1.0219 0.6317 0.4775
O 1.2943 -1.2152 -0.5586
H 1.5700 1.0371 1.1930
H -0.9424 1.3327 -0.6904
*
```

Electronic structure analysis, Mulliken charges in units of e: atom 1 (C): 0.63, atom 2 (N): -0.55, atom 3 (N): 0.26, atom 4 (O): -0.40, atom 5 (O): -0.41, atom 6 (O): -0.23, atom 7 (H): 0.38, atom 8 (H): 0.32

***

(7)
Entry from the Open Molecules 2025 dataset: a cluster of 2 separate species, C5H10BNO3 in total (wB97M-V/def2-TZVPD).

Structure (SMILES): C/C(N)=C\B(O)O.C=C=O
Energy above the lowest of the compared OMol25 structures with the same formula, charge and spin in kJ/mol: 144.4
HOMO-LUMO gap in eV: 8.809

ORCA input file:
```
! wB97M-V def2-TZVPD RIJCOSX def2/J DEFGRID3
* xyz 0 1
B 0.6481 1.3585 0.7362
C -0.6011 -0.8279 0.9050
C 0.3225 -0.1129 -2.2195
C 0.5062 -1.7195 1.3009
C -0.0447 0.9935 -2.7992
C -0.5105 0.4243 0.3953
N -1.7673 -1.5030 0.8223
O 0.8017 -1.1456 -2.0862
O 0.5708 2.6831 0.4750
O 1.9500 0.9786 1.0853
H 0.1344 -2.6731 1.0367
H 0.8425 -1.6619 2.3781
H 1.4992 -1.5393 0.7172
H -0.7750 0.9030 -3.6184
H -0.2607 1.8054 -2.0381
H -1.8618 -2.4723 1.3514
H -1.4532 0.7420 -0.0453
H -2.5480 -1.0153 0.6053
H -0.0635 3.1439 -0.0253
H 2.6105 1.6388 1.0234
*
```

Electronic structure analysis, Mulliken charges in units of e: atom 1 (B): 0.71, atom 2 (C): 1.14, atom 3 (C): 0.82, atom 4 (C): -1.30, atom 5 (C): -0.87, atom 6 (C): -1.12, atom 7 (N): -0.51, atom 8 (O): -0.35, atom 9 (O): -0.68, atom 10 (O): -0.60, atom 11 (H): 0.52, atom 12 (H): 0.25, atom 13 (H): 0.21, atom 14 (H): 0.27, atom 15 (H): 0.16, atom 16 (H): 0.24, atom 17 (H): 0.35, atom 18 (H): 0.17, atom 19 (H): 0.30, atom 20 (H): 0.29

***

(8)
Entry from the Open Molecules 2025 dataset: an isolated molecule of C4H6OS (wB97M-V/def2-TZVPD).

Structure (SMILES): CCC(=O)C=S
Energy above the lowest of the compared OMol25 structures with the same formula, charge and spin in kJ/mol: 112.1
HOMO-LUMO gap in eV: 7.846

ORCA input file:
```
! wB97M-V def2-TZVPD RIJCOSX def2/J DEFGRID3
* xyz 0 1
C -1.7079 -0.2769 -0.4037
C -0.4825 0.1319 0.3934
C 0.7907 -0.1154 -0.3602
C 2.1237 0.2650 0.2600
H -1.5880 -1.3611 -0.6727
H -1.7328 0.2978 -1.3580
H -2.5635 -0.0952 0.2092
H -0.4473 -0.4026 1.3766
H -0.5468 1.1716 0.6815
H 2.9657 0.0442 -0.3849
O 0.8628 -0.5579 -1.4909
S 2.3259 0.8985 1.7497
*
```

Electronic structure analysis, Mulliken charges in units of e: atom 1 (C): -1.15, atom 2 (C): -0.40, atom 3 (C): 0.64, atom 4 (C): -0.40, atom 5 (H): 0.27, atom 6 (H): 0.28, atom 7 (H): 0.39, atom 8 (H): 0.34, atom 9 (H): 0.37, atom 10 (H): 0.37, atom 11 (O): -0.52, atom 12 (S): -0.18